Density functional theory data (ωB97M-V/def2-TZVPD) for a structure of composition C28H28BN10Ti at a distorted geometry.

Atoms and positions in Å:
Ti1 0.0000 -0.0012 0.9158
C1 3.3105 -0.9971 1.0052
C2 2.7491 -0.4671 -0.2617
C3 3.3295 -0.3440 -1.5259
C4 2.3723 0.2625 -2.3187
N1 1.2639 0.4798 -1.5857
N2 1.4990 0.0355 -0.3161
B1 0.0000 1.3598 -1.8395
N3 -1.2638 0.4798 -1.5856
C5 -2.3722 0.2627 -2.3190
C6 -3.3299 -0.3442 -1.5259
C7 -2.7491 -0.4671 -0.2616
C8 -3.3105 -0.9971 1.0052
N4 -1.4990 0.0355 -0.3161
N5 0.0000 2.4077 -0.7124
C9 0.0000 3.7473 -0.7915
C10 0.0000 4.2702 0.4818
C11 0.0001 3.1715 1.3392
C12 0.0002 3.2390 2.8170
N6 0.0000 2.0265 0.6148
N7 0.0000 1.9227 -3.2551
C13 0.0000 1.1540 -4.4163
C14 0.0000 1.9991 -5.4776
C15 0.0000 3.3177 -4.9035
C16 0.0000 4.5886 -5.5740
N8 0.0000 3.1913 -3.5456
H1 4.2113 -0.4359 1.2709
H2 2.5860 -0.9174 1.8336
H3 3.6290 -2.0350 0.8764
H4 4.3177 -0.6426 -1.8186
H5 2.4465 0.5299 -3.3574
H6 -2.4465 0.5298 -3.3573
H7 -4.3176 -0.6426 -1.8186
H8 -4.2114 -0.4359 1.2709
H9 -3.6290 -2.0350 0.8764
H10 -2.5860 -0.9174 1.8336
H11 -0.0001 4.2498 -1.7375
H12 0.0000 5.3029 0.7652
H13 0.0004 4.2859 3.1156
H14 -0.9029 2.7816 3.2296
H15 0.9031 2.7813 3.2295
H16 0.0000 0.0842 -4.3862
H17 0.0000 1.7684 -6.5223
H18 0.0000 4.4947 -6.6595
H19 -0.8375 5.2286 -5.2381
H20 0.8375 5.2286 -5.2381
C17 -0.0001 -0.7094 5.2772
C18 -0.0001 -0.0701 4.0355
N9 -0.0001 -0.7199 2.8667
C19 0.0000 -2.0891 2.9213
C20 0.0000 -2.8208 4.1369
C21 0.0000 -2.0858 5.3373
C22 0.0000 -4.2478 4.1032
C23 0.0001 -4.9177 2.9204
C24 0.0000 -4.2133 1.6832
C25 0.0000 -4.8640 0.4367
C26 0.0000 -4.1053 -0.7172
C27 0.0000 -2.7130 -0.6264
N10 0.0000 -2.0593 0.5362
C28 0.0000 -2.7955 1.6820
H21 -0.0002 -0.1209 6.1839
H22 -0.0002 1.0135 4.0007
H23 0.0000 -2.6030 6.2859
H24 0.0001 -4.7873 5.0405
H25 0.0001 -5.9974 2.8934
H26 0.0000 -5.9457 0.4029
H27 0.0000 -4.5833 -1.6848
H28 0.0000 -2.1053 -1.5313

Force components x, y, z for each atom (eV/Å):
Ti 0.00 0.49 0.58
C 0.03 -0.07 0.10
C 0.48 -0.09 -0.37
C -0.27 0.01 0.43
C 0.00 -0.22 0.49
N 0.00 0.33 -0.76
N 0.36 -0.05 -0.37
B 0.00 -0.13 1.18
N -0.01 0.33 -0.77
C -0.01 -0.24 0.53
C 0.32 0.03 0.43
C -0.48 -0.08 -0.38
C -0.03 -0.07 0.11
N -0.36 -0.05 -0.37
N 0.00 0.39 -0.65
C 0.00 0.07 0.54
C 0.00 -0.62 0.31
C 0.00 0.87 -0.16
C 0.00 -0.08 0.15
N 0.00 -0.11 -0.31
N 0.00 1.06 -0.06
C 0.00 0.17 -1.60
C 0.00 -0.32 0.53
C 0.00 -0.71 -1.18
C 0.00 0.57 -0.10
N 0.00 -0.11 1.68
H -0.13 0.01 0.07
H 0.32 -0.12 -0.18
H -0.13 0.03 0.11
H 0.18 -0.04 -0.03
H -0.09 0.13 -0.13
H 0.09 0.14 -0.14
H -0.19 -0.04 -0.04
H 0.13 0.01 0.07
H 0.13 0.03 0.11
H -0.32 -0.12 -0.18
H 0.00 0.02 0.01
H 0.00 0.22 0.06
H 0.00 -0.07 0.08
H 0.06 0.03 0.07
H -0.06 0.03 0.07
H 0.00 -0.34 0.05
H 0.00 -0.15 -0.30
H 0.00 0.04 0.15
H -0.12 -0.23 -0.03
H 0.12 -0.23 -0.03
C 0.00 0.01 -0.20
C 0.00 0.59 0.60
N 0.00 -0.23 -0.19
C 0.00 -1.03 0.24
C 0.00 0.43 -0.76
C 0.00 0.22 -0.21
C 0.00 -0.24 -0.29
C 0.00 0.14 0.39
C -0.01 0.77 -0.02
C 0.00 0.31 -0.12
C 0.00 0.01 0.16
C 0.00 -0.01 -0.34
N 0.00 -0.59 0.39
C 0.00 -0.80 0.40
H 0.00 0.11 -0.05
H 0.00 -0.16 -0.02
H 0.00 -0.03 0.13
H 0.00 -0.02 0.04
H 0.00 -0.10 0.06
H 0.00 -0.05 -0.09
H 0.00 0.05 -0.10
H 0.00 -0.09 0.19

## Properties
- charge = +4
- LUMO energy (spin up / spin down) (Ha) = -0.503 / -0.537
- expectation value of S² = 0.76
- 2S+1 = 2